Entry from OMol25: one molecule with the formula C4H3N3O in a non-equilibrium geometry (the ωB97M-V functional and the def2-TZVPD basis).

Each line ends with the Löwdin charge.
Element x y z (Å)
1 H -0.856 1.465 0.005  0.142
2 N -0.476 -0.136 -2.660  0.184
3 N 2.265 1.912 0.271  0.188
4 H -1.415 -1.580 -0.368  0.213
5 C -0.142 0.252 -1.618  -0.190
6 O 0.869 -0.226 1.998  0.042
7 N -0.578 -1.511 0.515  0.076
8 C 0.164 -0.323 0.929  -0.354
9 H -0.933 -2.104 1.284  0.092
10 C 1.187 1.457 -0.103  -0.196
11 C -0.084 0.794 -0.252  -0.196

LUMO = -0.008 eV
E_HOMO = -11.17 eV
Energy above the lowest of the compared OMol25 structures with the same formula, charge and spin = 53.3 kcal per mole
Orbital gap = 11.16 eV
2S+1 = 1

---

Entry from OMol25: a 3-piece molecular cluster, C5H12O2 overall (the ωB97M-V functional and the def2-TZVPD basis).

Each line ends with the Löwdin charge.
Element x y z (Å)
1 H -2.682 1.343 -0.458  0.064
2 H 2.687 -1.548 0.801  0.078
3 H 1.970 1.278 -0.241  0.117
4 H -2.498 -0.866 0.936  0.000
5 H 0.060 -0.950 0.744  0.131
6 C 1.763 0.213 -0.100  -0.221
7 H -3.331 -0.197 -1.256  0.058
8 O -2.233 -0.730 1.853  -0.077
9 H 1.627 -0.255 -1.085  0.112
10 H -0.609 1.161 -1.782  0.053
11 O -0.060 0.991 1.253  0.030
12 C -1.403 0.421 -1.866  -0.078
13 C 2.902 -0.484 0.654  -0.098
14 C -2.522 0.524 -1.155  -0.085
15 H 3.044 -0.027 1.638  0.082
16 C 0.487 0.071 0.680  -0.292
17 H 3.840 -0.402 0.099  0.074
18 H -1.240 -0.392 -2.569  0.055
19 H -1.653 0.050 1.813  -0.004

LUMO = 0.726 eV
E_HOMO = -10.22 eV
Energy above the lowest of the compared OMol25 structures with the same formula, charge and spin = 40.0 kcal per mole
Orbital gap = 10.95 eV
2S+1 = 1

---

Entry from OMol25: an isolated ion of composition C5H12N and charge +1 in a non-equilibrium geometry (the ωB97M-V functional and the def2-TZVPD basis).

Each line ends with the Löwdin charge.
Element x y z (Å)
1 H 1.176 -0.961 0.619  0.118
2 H -0.611 1.431 0.987  0.103
3 H 0.082 1.111 -1.081  0.136
4 H -2.056 -1.634 -3.011  0.131
5 H -0.455 -1.316 0.555  0.119
6 H -0.838 0.299 2.225  0.107
7 H 0.930 1.630 3.145  0.077
8 H -1.920 -0.233 -1.239  0.190
9 H -0.280 -1.518 -3.343  0.130
10 N -1.036 -0.495 -1.676  0.051
11 C -1.088 -1.253 -2.679  0.180
12 C -0.091 0.604 1.494  -0.252
13 H 1.790 0.236 2.403  0.070
14 H 1.791 1.672 1.522  0.081
15 C 0.225 -0.464 0.444  -0.181
16 C 0.177 0.033 -1.000  -0.113
17 H 1.035 -0.254 -1.598  0.133
18 C 1.169 1.111 2.231  -0.081

LUMO = -5.060 eV
E_HOMO = -14.97 eV
Total charge = +1
Energy above the lowest of the compared OMol25 structures with the same formula, charge and spin = 34.0 kcal per mole
Orbital gap = 9.91 eV
2S+1 = 1

---

Entry from OMol25: C7H20N2O2PS2Tl as an isolated structure (the ωB97M-V functional and the def2-TZVPD basis).

Each line ends with the Löwdin charge.
Element x y z (Å)
1 H -3.741 -2.213 1.798  0.128
2 H -0.458 -0.485 -2.748  0.087
3 O -2.614 -2.502 0.116  -0.285
4 H -2.014 -1.927 2.041  0.078
5 H 2.693 0.724 -0.276  0.084
6 H 3.203 3.139 -0.288  0.121
7 S -1.789 0.357 -0.114  0.356
8 C 3.137 3.094 0.807  -0.191
9 H 1.703 3.543 2.348  0.109
10 Tl 0.494 0.539 2.108  0.685
11 N 0.658 2.788 0.692  -0.095
12 C 3.586 1.720 1.289  -0.268
13 H -0.530 -2.022 -3.619  0.126
14 O -1.855 -1.891 -2.067  -0.290
15 C -1.128 -1.242 -3.155  -0.269
16 H -2.757 0.087 -3.597  0.081
17 C -2.556 -4.017 1.986  -0.060
18 H 1.671 4.637 0.977  0.118
19 H 0.779 2.689 -0.311  0.082
20 P -1.581 -1.557 -0.567  -0.212
21 C 1.767 3.587 1.257  -0.269
22 N 2.769 0.620 0.732  -0.094
23 H -1.599 -0.141 -4.919  0.088
24 H 3.869 3.814 1.178  0.123
25 H 3.233 -0.270 0.882  0.080
26 H -2.766 -1.416 -4.535  0.088
27 C -2.129 -0.643 -4.107  -0.062
28 H -2.666 -4.094 3.069  0.090
29 H -3.302 -4.657 1.515  0.089
30 H -0.224 3.276 0.817  0.080
31 S 0.292 -1.848 0.001  0.355
32 H 4.639 1.592 1.029  0.118
33 H 3.523 1.677 2.381  0.109
34 H -1.563 -4.373 1.711  0.081
35 C -2.745 -2.584 1.570  -0.261

LUMO (spin up / spin down) = -2.583 / -6.073 eV
E_HOMO (spin up / spin down) = -12.65 / -12.45 eV
Total charge = +1
Orbital gap (spin up / spin down) = 10.07 / 6.38 eV
2S+1 = 2

---

Entry from OMol25: C45H39Br2ClFFeN5O5P as an isolated structure in a non-equilibrium geometry (the ωB97M-V functional and the def2-TZVPD basis).

Each line ends with the Löwdin charge.
Element x y z (Å)
1 H 1.969 4.051 -1.138  0.115
2 C 2.731 2.837 3.645  -0.354
3 H -6.396 -6.004 -1.986  0.135
4 H -4.157 -6.137 -5.574  0.150
5 C 3.193 2.371 4.897  -0.064
6 H 4.694 4.045 2.535  0.101
7 C -3.423 -0.690 1.663  0.024
8 C 1.084 1.756 -5.662  -0.688
9 C -1.498 -3.778 -1.778  -0.175
10 H 6.159 -1.690 2.186  0.116
11 C -2.856 -4.201 -1.637  -0.127
12 C -3.109 -5.430 -3.801  -0.112
13 C -4.188 -6.217 -1.771  -0.150
14 C -4.128 -6.349 -4.486  -0.101
15 H 3.721 1.431 4.998  0.106
16 C 5.791 3.673 -0.680  -0.092
17 H 1.188 6.212 -1.844  0.107
18 Fe 0.766 1.398 0.594  0.699
19 P 2.673 1.833 2.145  1.046
20 O 1.661 1.001 -1.056  -0.191
21 N -3.489 -5.154 -2.403  -0.108
22 C 2.617 4.507 5.854  -0.093
23 C -1.205 -0.922 0.693  -0.238
24 Br -0.545 8.317 -0.354  0.752
25 N -3.828 -1.857 1.119  -0.034
26 Br 0.173 2.374 -7.177  0.764
27 C 5.562 4.302 0.539  -0.072
28 C 1.130 4.494 -0.614  -0.115
29 C 0.681 1.220 -1.947  -0.518
30 C 3.070 3.205 6.017  -0.076
31 H -6.241 -1.842 -0.250  0.081
32 H -0.387 2.308 -4.241  0.121
33 C 4.746 -0.138 2.303  -0.062
34 H 1.900 6.036 4.524  0.107
35 H 2.527 -2.494 4.431  0.113
36 H -3.798 -7.378 -4.343  0.138
37 H -5.217 -2.355 2.587  0.128
38 H 5.488 0.569 1.952  0.110
39 C -3.596 -3.476 -0.627  0.046
40 C 3.124 -1.874 3.721  -0.095
41 C -6.359 -1.738 0.853  -0.070
42 C 2.593 -0.647 3.295  -0.704
43 O -0.728 1.774 1.865  -0.188
44 O -0.441 1.577 -1.556  0.031
45 C 5.196 -1.388 2.619  -0.108
46 H 2.702 1.098 -6.889  0.097
47 H 2.264 4.639 2.508  0.092
48 F -0.694 -4.205 -2.801  0.049
49 H -2.912 -4.552 -4.409  0.137
50 H -6.412 -0.700 1.177  0.075
51 H -3.548 -7.141 -1.738  0.148
52 H -1.406 6.281 1.579  0.099
53 C 2.222 4.999 4.615  -0.057
54 C 0.672 5.769 -0.991  -0.089
55 C -1.738 -2.037 -0.106  -0.029
56 H -4.644 -3.691 -0.541  0.093
57 C -0.198 6.463 -0.139  -0.675
58 C -5.155 -2.422 1.496  -0.192
59 H -6.172 -6.761 -4.513  0.206
60 O -2.804 1.771 2.778  0.020
61 N 2.862 0.424 -4.890  0.072
62 H -5.762 -7.639 -2.328  0.157
63 H -5.797 -5.181 -4.054  0.203
64 C -0.938 -2.797 -1.011  0.099
65 C 5.116 2.482 -1.008  -0.075
66 C 2.276 1.060 -5.899  -0.171
67 H -0.717 3.804 1.968  0.098
68 C 4.051 2.451 1.174  -0.375
69 H -4.201 -0.226 2.279  0.152
70 C -5.543 -6.524 -2.461  -0.079
71 C 4.761 3.634 1.520  -0.053
72 H -5.090 -3.509 1.213  0.112
73 H 2.810 -0.260 -2.982  0.127
74 H -4.433 -5.987 -0.737  0.130
75 C 2.418 4.183 3.470  -0.112
76 C -2.191 -0.129 1.461  0.000
77 C 3.386 0.255 2.569  -0.363
78 C -0.297 4.418 1.186  -0.092
79 N -5.507 -6.181 -3.937  0.053
80 H 3.304 2.760 6.979  0.106
81 Cl 1.025 -0.244 3.778  0.796
82 N 0.595 3.794 0.388  0.024
83 C -1.898 1.239 2.103  -0.533
84 H 6.547 4.138 -1.370  0.118
85 H 4.870 -3.235 3.624  0.109
86 C 1.225 1.199 -3.360  -0.096
87 H 3.864 0.901 -0.387  0.102
88 C 4.438 -2.265 3.363  -0.070
89 C -3.064 -2.450 0.097  -0.143
90 H 0.112 -2.525 -1.190  0.152
91 C 0.556 1.811 -4.408  -0.057
92 H 5.230 1.961 -1.976  0.112
93 C 4.273 1.871 -0.081  -0.132
94 C -0.732 5.735 0.935  -0.077
95 H 2.583 5.131 6.763  0.112
96 H 5.975 5.262 0.801  0.096
97 O 0.035 -0.650 0.651  -0.054
98 H -7.339 -2.192 1.155  0.093
99 H -2.171 -5.994 -3.838  0.130
100 C 2.342 0.431 -3.694  -0.099

LUMO (spin up / spin down) = -3.554 / -3.554 eV
E_HOMO (spin up / spin down) = -9.38 / -9.37 eV
Total charge = +1
Energy above the lowest of the compared OMol25 structures with the same formula, charge and spin = 34.6 kcal per mole
Orbital gap (spin up / spin down) = 5.83 / 5.81 eV
2S+1 = 5

---

Entry from OMol25: one molecule with the formula C4H6FNOS in a non-equilibrium geometry (the ωB97M-V functional and the def2-TZVPD basis).

Each line ends with the Löwdin charge.
Element x y z (Å)
1 C -0.330 -0.199 0.458  -0.294
2 F -2.729 0.146 0.196  0.021
3 N 0.904 0.358 0.019  -0.456
4 H -0.479 -0.146 1.512  0.148
5 C -1.531 -0.069 -0.428  -0.269
6 H 2.103 1.918 -0.518  0.128
7 H -1.408 0.518 -1.334  0.155
8 C -0.899 -1.408 -0.271  -0.040
9 H -1.402 -2.150 0.396  0.128
10 H 2.695 -0.640 1.294  -0.093
11 O 0.105 2.483 -0.005  0.054
12 C 1.027 1.718 -0.148  -0.388
13 H -0.371 -1.889 -1.103  0.105
14 S 2.315 -0.639 -0.067  0.800

LUMO = 0.437 eV
E_HOMO = -10.06 eV
Energy above the lowest of the compared OMol25 structures with the same formula, charge and spin = 43.7 kcal per mole
Orbital gap = 10.50 eV
2S+1 = 1